# 1
The following is a DFT calculation (ωB97M-V with the def2-TZVPD basis set) of 5 unconnected molecules or ions with the total composition C19H31F3IN6O6S.

Total charge: +1
Total energy: -68505.9804 eV

```
67
Properties=species:S:1:pos:R:3:nbo_charge:R:1
O -2.4037 2.1241 -2.4344 -0.441
C -1.5729 1.5678 -3.1802 0.960
F -1.8917 0.7804 -4.3266 -0.311
N -0.1311 1.7194 -2.8492 -0.551
C 0.6666 2.2297 -3.9909 0.927
O 1.0486 3.4313 -3.9215 -0.423
F 0.9930 1.5067 -5.1714 -0.309
C 0.3347 0.3973 -2.3613 0.224
C 0.4581 0.2127 -0.7865 -0.270
C 0.8982 -1.1597 -0.1856 0.657
F 0.9471 -1.2585 1.2314 -0.276
N 1.1940 -2.2789 -1.0622 -0.561
S 1.6399 -3.7940 -0.3260 0.297
C 1.1153 -2.1790 -2.5293 0.113
I 1.6067 -3.9866 -3.6797 0.437
C 0.6796 -0.8483 -3.2351 -0.266
H 0.2110 1.0981 -0.0968 0.295
H 0.3952 -4.4280 -0.1206 0.177
H 0.6017 -0.7991 -4.3751 0.304
C -5.1780 6.0885 -0.1566 0.528
O -6.2535 6.6401 -0.0240 -0.606
N -4.6036 5.7562 -1.3513 -0.438
C -3.3160 5.0984 -1.4281 -0.399
C -5.3053 6.0721 -2.5800 -0.418
H -4.5633 5.8048 0.7132 0.101
H -2.6270 5.7317 -1.9937 0.195
H -3.4369 4.1412 -1.9401 0.197
H -2.9051 4.9225 -0.4322 0.206
H -5.4704 7.1512 -2.6303 0.220
H -6.2756 5.5692 -2.5773 0.216
H -4.7263 5.7486 -3.4464 0.200
C -2.2316 -4.9779 -2.2390 0.527
O -1.0920 -5.4163 -2.2857 -0.662
N -3.1244 -5.2106 -1.2357 -0.421
C -4.4628 -4.6534 -1.2524 -0.402
C -2.7238 -6.0415 -0.1167 -0.415
H -2.6363 -4.3364 -3.0382 0.115
H -4.5968 -4.0236 -0.3693 0.200
H -5.1881 -5.4705 -1.2318 0.211
H -4.6262 -4.0526 -2.1486 0.215
H -1.8549 -5.5912 0.3706 0.192
H -2.4438 -7.0304 -0.4876 0.226
H -3.5390 -6.1363 0.6017 0.220
C 5.9316 -2.0014 0.1467 0.531
O 5.5356 -2.8928 -0.5856 -0.640
N 5.2079 -1.4318 1.1539 -0.434
C 5.7447 -0.3718 1.9865 -0.402
C 3.8629 -1.9035 1.3953 -0.398
H 6.9415 -1.5743 0.0433 0.120
H 5.7448 -0.7033 3.0268 0.230
H 5.1130 0.5146 1.8852 0.188
H 6.7647 -0.1206 1.6902 0.213
H 3.8954 -2.9710 1.6276 0.219
H 3.2690 -1.7593 0.4894 0.155
H 3.4081 -1.3612 2.2240 0.220
C 2.7287 0.1847 4.2912 0.528
O 3.8607 -0.2068 4.5153 -0.628
N 2.1316 1.2534 4.8925 -0.426
C 0.7781 1.6586 4.5725 -0.398
C 2.8750 2.0079 5.8836 -0.420
H 2.0781 -0.3172 3.5562 0.091
H 0.7939 2.6843 4.1947 0.199
H 0.1693 1.6124 5.4790 0.207
H 0.3420 1.0046 3.8148 0.200
H 3.7822 2.4066 5.4231 0.217
H 3.1610 1.3407 6.7004 0.222
H 2.2706 2.8279 6.2739 0.212
```


# 2
The following is a DFT calculation (ωB97M-V with the def2-TZVPD basis set) of a molecular structure, H16O8Pb.

ΔE to the lowest compared entry with this formula, charge and spin: 1.5541 eV
Total charge: +2
Total energy: -21872.9125 eV

```
25
Properties=species:S:1:pos:R:3:nbo_charge:R:1
Pb -20.8048 -12.3291 27.2786 1.515
O -19.0056 -13.5716 26.1030 -0.963
H -19.0691 -14.4840 25.8238 0.515
H -18.4035 -13.1483 25.4967 0.507
O -19.2381 -13.1362 28.9100 -0.938
H -18.8383 -13.9776 28.7163 0.505
H -18.5055 -12.6371 29.2312 0.506
O -21.7394 -13.1684 25.0897 -0.971
H -21.0659 -13.1351 24.4214 0.505
H -22.5940 -13.4614 24.7270 0.517
O -23.3446 -12.5016 27.4277 -0.939
H -23.7311 -13.2835 27.1342 0.484
H -24.0704 -11.9069 27.5486 0.510
O -19.1703 -10.6836 27.2348 -0.968
H -18.2564 -10.8127 26.8979 0.520
H -19.1160 -9.8403 27.6518 0.514
O -21.5107 -10.8347 29.1146 -0.924
H -21.8799 -9.9583 29.0173 0.507
H -20.7016 -10.5896 29.5639 0.487
O -21.8812 -10.2621 26.1146 -0.944
H -22.5956 -10.0117 25.5914 0.502
H -21.2657 -9.5522 25.9615 0.491
O -21.3411 -14.7114 27.6213 -0.951
H -22.0045 -15.0557 26.9896 0.508
H -20.7543 -15.4442 27.7949 0.506
```


# 3
The following is a DFT calculation (ωB97M-V with the def2-TZVPD basis set) of C7H11F in the gas phase.

ΔE to the lowest compared entry with this formula, charge and spin: 3.1577 eV
Total charge: 0
Total energy: -10151.2449 eV
SMILES: C#C[C@](C)(CC)CF

```
19
Properties=species:S:1:pos:R:3:nbo_charge:R:1
C -1.6182 1.6738 -0.9939 -0.257
C -0.9375 0.7275 -0.5478 -0.033
C -0.4448 -0.4901 0.1199 -0.196
C -1.7160 -1.2120 0.7213 -0.580
C 0.4161 0.0762 1.3351 -0.382
C 1.5024 1.1534 1.0000 -0.620
C 0.6366 -1.2263 -0.7599 0.077
F 1.5475 -0.3662 -1.3118 -0.356
H -2.0529 2.8148 -1.1739 0.277
H -1.3754 -1.9653 1.3763 0.206
H -2.3839 -0.4938 1.2527 0.237
H -2.3703 -1.7933 -0.0747 0.218
H -0.3026 0.7103 2.0608 0.209
H 0.8259 -0.7231 2.0150 0.211
H 2.2692 0.7688 0.3905 0.215
H 2.0241 1.2647 1.9366 0.207
H 1.1075 2.1306 0.5507 0.225
H 1.1787 -1.9031 -0.1039 0.170
H 0.1198 -1.7291 -1.6723 0.173
```


# 4
The following is a DFT calculation (ωB97M-V with the def2-TZVPD basis set) of a molecular structure, C33H49As2BrF6IN2S2SiSn.

ΔE to the lowest compared entry with this formula, charge and spin: 0.0000 eV
Total charge: 0
Total energy: -289508.2966 eV
<S²>: 0.7586
Multiplicity: 2

```
98
Properties=species:S:1:pos:R:3:mulliken_spin:R:1
Sn 0.8730 -1.6978 3.0856 0.405
S -1.0093 -3.0095 3.9848 0.071
C -2.2998 -1.8788 4.4448 -0.007
C -3.1191 -2.3229 5.4884 -0.002
C -4.2128 -1.5847 5.8986 0.003
C -4.5141 -0.3772 5.2811 -0.002
C -3.7055 0.0739 4.2547 0.003
C -2.5981 -0.6595 3.8275 0.075
As -1.5066 0.0576 2.3907 0.069
C -0.7184 1.6156 3.2398 -0.022
C 0.0785 2.4449 2.4520 0.017
C 0.7520 3.5128 3.0217 0.005
C 0.6451 3.7510 4.3853 -0.004
C -0.1372 2.9227 5.1747 0.003
C -0.8210 1.8557 4.6063 0.011
C -2.9196 0.8344 1.2987 0.063
C -3.0816 2.2042 1.1376 0.005
C -4.1370 2.6913 0.3753 -0.003
C -5.0277 1.8144 -0.2245 0.008
C -4.8554 0.4434 -0.0786 0.000
C -3.8002 -0.0459 0.6749 0.013
H -2.8828 -3.2604 5.9747 -0.001
H -4.8319 -1.9541 6.7064 0.000
H -5.3683 0.2068 5.5975 0.000
H -3.9337 1.0168 3.7700 -0.002
H 0.2032 2.2411 1.3950 -0.026
H 1.3880 4.1340 2.4050 0.000
H 1.1865 4.5740 4.8340 0.000
H -0.2094 3.0965 6.2409 0.000
H -1.4172 1.2076 5.2349 0.001
H -2.3999 2.8948 1.6193 0.005
H -4.2645 3.7602 0.2591 0.000
H -5.8530 2.1972 -0.8116 0.000
H -5.5441 -0.2456 -0.5511 0.000
H -3.6735 -1.1172 0.7913 -0.001
C 4.4415 -2.6216 -0.5776 0.000
N 3.1462 -2.9564 -0.0101 0.002
C 2.9835 -3.5322 1.1563 0.009
N 4.0357 -3.9590 1.8474 0.001
S 1.3790 -3.8516 1.7586 0.052
H 4.2737 -2.1207 -1.5264 0.000
H 5.0171 -3.5312 -0.7611 0.000
H 4.9850 -1.9385 0.0746 0.000
H 2.3087 -2.5571 -0.4164 -0.004
H 4.9682 -3.6577 1.6140 0.001
H 3.8731 -4.3502 2.7581 0.000
I 1.6010 -0.8780 6.4482 0.014
C 2.2878 -1.9395 4.7517 0.285
H 2.2685 -3.0023 4.9866 -0.008
H 3.2743 -1.5816 4.4833 -0.023
F 1.9459 0.4102 1.2141 -0.049
As 3.6006 0.6904 1.7187 0.009
F 3.6860 -1.0479 2.0719 0.001
F 4.1025 0.3456 0.0887 0.001
F 5.2426 0.8395 2.2079 0.000
F 3.4626 2.3668 1.3614 0.001
F 3.0387 0.9341 3.3388 0.001
C 1.3134 -0.5499 -5.7035 0.000
C 1.0015 -1.3010 -4.3987 0.000
C 0.0554 -2.4648 -4.7298 0.000
C 2.3021 -1.9449 -3.8882 0.000
Si 0.2224 -0.1116 -3.1054 -0.004
Br 0.3970 -1.2453 -1.1300 0.020
C -1.6490 0.1806 -3.3603 0.000
C -2.4873 -1.0547 -2.9936 0.000
C -2.1539 1.3263 -2.4722 0.004
C -1.9372 0.5532 -4.8250 0.000
C 1.2244 1.4961 -2.8130 0.000
C 2.7352 1.2089 -2.7863 0.000
C 0.8928 2.1406 -1.4560 0.000
C 0.9458 2.5267 -3.9198 0.000
H 1.6702 -1.2669 -6.4502 0.000
H 2.0955 0.1979 -5.5727 0.000
H 0.4374 -0.0511 -6.1229 0.000
H 0.5715 -3.1559 -5.4046 0.000
H -0.8552 -2.1412 -5.2333 0.000
H -0.2237 -3.0258 -3.8353 0.000
H 2.7300 -2.5507 -4.6939 0.000
H 2.1083 -2.6100 -3.0449 0.000
H 3.0539 -1.2175 -3.5871 0.000
H -2.3948 -1.2960 -1.9340 0.000
H -2.2278 -1.9422 -3.5673 0.000
H -3.5408 -0.8281 -3.1894 0.000
H -1.9623 1.1409 -1.4131 -0.001
H -3.2375 1.4088 -2.5957 0.000
H -1.7207 2.2901 -2.7403 0.000
H -1.7368 -0.2677 -5.5146 0.000
H -1.3674 1.4224 -5.1586 0.000
H -2.9989 0.8045 -4.9194 0.000
H 2.9950 0.4833 -2.0123 0.000
H 3.2610 2.1355 -2.5366 0.000
H 3.1194 0.8646 -3.7465 0.000
H 1.1334 1.4775 -0.6248 0.003
H -0.1502 2.4435 -1.3676 -0.001
H 1.5075 3.0396 -1.3428 0.000
H 1.1695 2.1493 -4.9195 0.000
H 1.5819 3.4019 -3.7520 0.000
H -0.0881 2.8749 -3.9129 0.000
```


# 5
The following is a DFT calculation (ωB97M-V with the def2-TZVPD basis set) of 3 unconnected molecules or ions with the total composition C5H8OS2.

ΔE to the lowest compared entry with this formula, charge and spin: 7.8546 eV
Total charge: 0
Total energy: -29024.8268 eV

```
16
Properties=species:S:1:pos:R:3:nbo_charge:R:1
C -0.2834 -0.9227 1.5484 -0.655
C -0.5630 -0.3276 0.1230 -0.325
C -0.3429 1.3364 0.0402 -0.068
C 0.2830 -0.8460 -1.0056 -0.194
C 1.7856 -0.8381 -1.0413 -0.304
H -0.4029 -2.0858 1.5541 0.236
H 0.5151 -0.3501 2.1658 0.247
H -1.1789 -0.5447 2.1492 0.233
H -1.5672 -0.6852 -0.3253 0.242
H 0.8171 1.4664 0.2822 0.208
H -0.5432 1.5289 -1.1384 0.182
H -2.0094 2.7310 -0.0066 0.467
H 2.1216 -1.0257 -2.6989 0.193
O -1.3633 1.9404 0.8881 -0.691
S -0.1902 -1.2373 -2.5321 0.150
S 2.9221 -0.1399 -0.0027 0.077
```


# 6
The following is a DFT calculation (ωB97M-V with the def2-TZVPD basis set) of a gas-phase ion, C5H15N2O (charge +1).

ΔE to the lowest compared entry with this formula, charge and spin: 3.1690 eV
Total charge: +1
Total energy: -10447.3918 eV
SMILES: CNC[C@@H]([NH3+])CCO

```
23
Properties=species:S:1:pos:R:3:nbo_charge:R:1
C -3.1030 0.7620 -1.0543 -0.419
N -1.5938 0.3069 -1.0764 -0.680
C -0.8621 0.7527 0.1481 -0.260
C 0.0465 -0.4197 0.5585 -0.039
N -0.7464 -1.7350 0.4038 -0.714
C 1.4055 -0.6176 -0.2883 -0.460
C 2.6486 -0.0590 0.4609 -0.043
O 2.5839 1.1687 0.9454 -0.666
H -3.6329 -0.1900 -0.7426 0.188
H -3.3131 1.4873 -0.3009 0.202
H -3.6005 1.0170 -1.9745 0.235
H -1.1549 0.5474 -1.8781 0.372
H -1.7097 1.0932 0.8870 0.227
H -0.2198 1.5996 0.1356 0.218
H 0.1960 -0.4244 1.6972 0.240
H -1.7658 -1.6654 0.8390 0.449
H -0.3535 -2.6628 0.6357 0.448
H -0.9688 -1.7651 -0.5909 0.453
H 1.5650 -1.6733 -0.6751 0.234
H 1.3110 -0.1041 -1.1898 0.210
H 3.4110 -0.0725 -0.2349 0.170
H 2.9451 -0.7024 1.3402 0.180
H 2.1875 1.6514 0.2486 0.454
```


The max |F| results, record by record, are as follows: 0.1349, 0.0548, 0.0836, 0.0048, 0.1220, 0.0923 hartree/bohr.